# 1
Molecular formula: C3H8N2O
Method: DFT, wB97M-V/def2-TZVPD

Its orbital gap is 0.3488 Ha. Its energy above the lowest of the compared OMol25 structures with the same formula, charge and spin is 160.63 kJ/mol. The calculation puts the HOMO energy at -8.56 eV. As for the SMILES: CNCC(N)=O. Its calculated total energy is -303.8309 Eh.

CARTESIAN COORDINATES (ANGSTROEM)
C -0.519 -1.842 -0.981
N 0.327 -0.887 -0.310
C -0.249 0.520 -0.432
C 0.728 1.398 0.438
N 0.152 1.677 1.645
O 1.881 1.589 0.129
H -0.820 -1.552 -1.984
H -1.440 -2.092 -0.436
H 0.067 -2.754 -0.975
H 1.235 -0.737 0.086
H -1.263 0.665 -0.005
H -0.227 0.874 -1.472
H -0.692 1.229 1.932
H 0.821 1.910 2.367

Results of the Mulliken charge analysis, in e, for atoms 1 through 5: atom 1 (C): -0.8486, atom 2 (N): -0.2238, atom 3 (C): -0.5089, atom 4 (C): 0.4873, atom 5 (N): -0.4598

***

# 2
Molecular formula: C29H31AsFN7O8P2S4Ta
Method: DFT, wB97M-V/def2-TZVPD

As for the charge: -1. Its orbital gap is 0.2565 Ha. Its energy above the lowest of the compared OMol25 structures with the same formula, charge and spin is 89.59 kJ/mol. The calculation puts the HOMO energy at -5.09 eV. Its calculated total energy is -6777.4964 Eh.

CARTESIAN COORDINATES (ANGSTROEM)
Ta -0.137 -0.734 0.454
N 2.935 -1.284 -2.062
C 2.150 -2.590 -2.110
C 2.807 -3.549 -3.083
P 2.129 -3.164 -0.356
O 3.661 -3.064 0.039
O 1.481 -4.467 -0.236
O 1.532 -1.870 0.215
P 0.493 -2.002 -2.704
O -0.450 -3.285 -2.746
O 0.749 -1.404 -4.032
O -0.068 -1.097 -1.606
H 3.910 -1.477 -1.825
H 2.557 -0.690 -1.303
H 2.845 -0.794 -2.957
H 3.837 -3.756 -2.782
H 2.792 -3.162 -4.104
H 2.266 -4.494 -3.048
H 3.767 -2.412 0.810
H -0.515 -3.635 -3.642
C -2.126 -3.381 4.994
O -3.110 -2.727 5.789
C -4.033 -1.982 5.138
C -4.223 -2.006 3.758
C -5.149 -1.156 3.173
C -5.894 -0.280 3.954
C -5.773 -0.338 5.340
C -4.839 -1.164 5.930
N -6.828 0.701 3.467
N -6.583 1.413 2.481
C -5.301 1.336 1.832
C -5.272 0.872 0.549
C -4.048 0.555 -0.077
C -2.868 0.740 0.592
O -1.707 0.305 0.096
C -2.868 1.356 1.883
N -1.668 1.542 2.474
C -1.634 2.068 3.667
C -2.800 2.477 4.356
C -4.019 2.283 3.777
C -4.092 1.680 2.499
H -1.412 -3.808 5.693
H -1.614 -2.669 4.342
H -2.567 -4.180 4.393
H -3.640 -2.663 3.127
H -5.260 -1.172 2.098
H -6.397 0.310 5.942
H -4.702 -1.184 7.003
H -6.208 0.651 0.052
H -4.032 0.101 -1.060
H -0.649 2.171 4.117
H -2.713 2.927 5.336
H -4.929 2.577 4.285
S 3.958 -0.929 2.289
As 2.168 0.146 2.711
S 0.347 -1.148 2.810
S 1.385 1.133 0.847
S 2.239 1.504 4.287
F -0.846 -7.761 2.005
C -1.041 -6.438 1.761
C -1.414 -6.039 0.497
C -1.611 -4.688 0.261
C -1.440 -3.733 1.264
C -1.672 -2.289 0.961
C -1.068 -4.187 2.529
C -0.865 -5.535 2.787
H -1.532 -6.776 -0.287
H -1.883 -4.361 -0.735
H -2.289 -1.813 1.734
H -2.253 -2.213 0.029
H -0.911 -3.472 3.326
H -0.564 -5.883 3.766
N 1.499 5.282 -2.752
C 0.526 4.307 -2.628
C 0.692 3.230 -1.739
N -0.210 2.280 -1.634
C -1.291 2.368 -2.414
C -1.447 3.423 -3.289
N -0.545 4.401 -3.402
H 2.075 5.433 -1.941
H 1.168 6.129 -3.187
H 1.563 3.163 -1.095
H -2.030 1.583 -2.323
H -2.325 3.498 -3.920

Results of the Mulliken charge analysis, in e, for atoms 1 through 5: atom 1 (Ta): 1.2907, atom 2 (N): -0.0754, atom 3 (C): 0.8058, atom 4 (C): -1.8921, atom 5 (P): 0.5499

***

# 3
Molecular formula: C4H4O3
Method: DFT, wB97M-V/def2-TZVPD

Its orbital gap is 0.3212 Ha. Its energy above the lowest of the compared OMol25 structures with the same formula, charge and spin is 714.86 kJ/mol. The calculation puts the HOMO energy at -8.46 eV. Its calculated total energy is -380.2748 Eh.

CARTESIAN COORDINATES (ANGSTROEM)
O -1.031 1.231 0.858
C -0.437 1.220 -0.308
C -0.436 -0.176 -0.051
C -0.448 -1.334 0.778
O -1.243 -1.145 -0.434
C 1.540 0.254 -0.690
O 1.136 1.444 -0.418
H -0.932 1.651 -1.208
H 0.337 -2.065 0.682
H -1.043 -1.276 1.680
H 2.609 0.233 -1.030

Results of the Mulliken charge analysis, in e, for atoms 1 through 5: atom 1 (O): -0.5958, atom 2 (C): 0.3319, atom 3 (C): 0.4530, atom 4 (C): -0.2006, atom 5 (O): -0.4209

***

# 4
Molecular formula: C8H5F6MgNO5PTe4
Method: DFT, wB97M-V/def2-TZVPD

Its orbital gap (spin up / spin down) is 0.1781 / 0.2026 Ha. The calculation puts the HOMO energy (spin up / spin down) at -6.57 / -7.24 eV. Its calculated total energy is -2951.8914 Eh. As for the multiplicity: 2. Its expectation value of S² is 0.762.

CARTESIAN COORDINATES (ANGSTROEM)
Mg 0.045 -0.042 0.048
O -2.150 1.564 3.002
C -1.477 1.382 1.888
O -0.292 1.078 1.859
C -2.220 1.614 0.612
C -3.483 2.122 0.497
C -3.974 2.325 -0.824
C -3.189 2.042 -1.903
C -1.874 1.537 -1.702
N -1.436 1.312 -0.427
C -0.857 1.291 -2.659
O -1.023 1.452 -3.984
O 0.286 0.931 -2.260
H -1.580 1.335 3.756
H -4.075 2.348 1.371
H -4.969 2.721 -0.972
H -3.571 2.205 -2.903
H -1.912 1.771 -4.182
Te 2.582 1.053 -0.395
Te 5.254 0.606 -0.181
Te 5.339 -0.618 -2.601
Te 2.605 -0.094 -2.844
F 0.693 -1.455 1.362
P -0.690 -2.435 1.555
F -1.401 -1.372 0.414
F -2.045 -3.235 1.644
F -1.172 -1.410 2.689
F -0.165 -3.307 0.334
F 0.072 -3.322 2.610
O -0.112 -2.028 -2.437
C 0.556 -1.491 -1.701

Results of the Mulliken charge analysis, in e, for atoms 1 through 5: atom 1 (Mg): 1.0625, atom 2 (O): -0.4399, atom 3 (C): 0.3397, atom 4 (O): -0.5570, atom 5 (C): 0.6685

***

# 5
Molecular formula: C48H65CrNP3SSi
Method: DFT, wB97M-V/def2-TZVPD

As for the charge: +2. Its orbital gap (spin up / spin down) is 0.3105 / 0.2967 Ha. The calculation puts the HOMO energy (spin up / spin down) at -13.79 / -13.02 eV. Its calculated total energy is -4678.5528 Eh. As for the multiplicity: 4. Its expectation value of S² is 3.930.

CARTESIAN COORDINATES (ANGSTROEM)
Cr -0.026 0.491 -0.640
C 1.598 -1.032 -2.863
C 2.866 -0.602 -2.117
C 3.918 -1.699 -2.271
P 2.422 0.171 -0.425
C 4.033 1.111 -0.108
C 3.856 2.149 0.991
C 5.246 0.261 0.261
C 2.407 -0.895 1.075
C 3.350 -1.892 1.287
C 3.352 -2.634 2.459
C 2.414 -2.374 3.441
C 1.466 -1.383 3.238
C 1.436 -0.640 2.066
Si 0.052 0.632 1.702
C 0.746 2.324 2.209
C 1.217 2.555 3.496
C 1.824 3.753 3.825
C 1.943 4.744 2.867
C 1.470 4.535 1.582
C 0.889 3.317 1.232
P 0.223 2.946 -0.439
C -1.149 4.234 -0.472
C -1.934 4.058 0.835
C -0.793 5.705 -0.661
C 1.490 3.391 -1.753
C 0.768 3.325 -3.102
C 2.349 4.644 -1.630
C -1.778 0.377 2.218
C -2.107 0.372 3.570
C -3.403 0.150 4.003
C -4.400 -0.074 3.072
C -4.099 -0.048 1.720
C -2.803 0.183 1.267
P -2.446 0.242 -0.545
C -3.209 -1.323 -1.306
C -2.615 -1.565 -2.701
C -4.727 -1.415 -1.465
C -3.456 1.703 -1.160
C -4.896 1.906 -0.696
C -3.308 1.823 -2.677
H 1.807 -1.139 -3.928
H 0.789 -0.285 -2.759
H 1.247 -1.999 -2.503
H 3.242 0.295 -2.636
H 3.726 -2.539 -1.611
H 4.923 -1.324 -2.111
H 3.885 -2.070 -3.296
H 4.239 1.629 -1.055
H 3.577 1.677 1.932
H 3.099 2.882 0.737
H 4.796 2.673 1.146
H 5.183 -0.064 1.297
H 6.135 0.880 0.161
H 5.381 -0.607 -0.372
H 4.090 -2.090 0.532
H 4.093 -3.405 2.616
H 2.424 -2.940 4.359
H 0.737 -1.188 4.012
H 1.126 1.776 4.238
H 2.211 3.907 4.820
H 2.415 5.680 3.117
H 1.594 5.317 0.854
H -1.767 3.954 -1.333
H -1.417 4.559 1.650
H -2.038 3.006 1.114
H -2.925 4.499 0.749
H -0.171 6.084 0.143
H -1.719 6.278 -0.646
H -0.314 5.888 -1.617
H 2.173 2.526 -1.709
H 0.115 4.182 -3.248
H 0.168 2.411 -3.177
H 1.493 3.322 -3.913
H 1.765 5.556 -1.587
H 2.991 4.709 -2.508
H 2.994 4.592 -0.757
H -1.328 0.548 4.298
H -3.629 0.142 5.058
H -5.413 -0.265 3.392
H -4.891 -0.218 1.014
H -2.893 -2.127 -0.624
H -3.071 -0.904 -3.435
H -2.836 -2.588 -3.006
H -1.535 -1.411 -2.765
H -5.101 -0.701 -2.196
H -5.258 -1.274 -0.531
H -4.965 -2.415 -1.831
H -2.893 2.525 -0.719
H -5.581 1.157 -1.077
H -5.238 2.874 -1.061
H -4.948 1.931 0.390
H -4.007 1.183 -3.206
H -2.292 1.567 -2.990
H -3.509 2.845 -2.992
N -0.129 -1.716 -0.428
S 0.462 -2.930 0.470
C 1.063 -4.140 -0.731
C 0.228 -4.615 -1.731
C 0.723 -5.531 -2.642
C 2.039 -5.957 -2.561
C 2.867 -5.479 -1.560
C 2.377 -4.571 -0.635
C -0.962 -3.883 1.086
C -2.010 -3.150 1.614
C -3.096 -3.808 2.164
C -3.128 -5.191 2.186
C -2.072 -5.918 1.660
C -0.971 -5.268 1.120
H -0.715 -2.113 -1.156
H -0.804 -4.294 -1.781
H 0.083 -5.919 -3.419
H 2.419 -6.672 -3.275
H 3.893 -5.812 -1.493
H 3.004 -4.210 0.165
H -1.974 -2.074 1.590
H -3.922 -3.239 2.557
H -3.986 -5.700 2.597
H -2.113 -6.996 1.656
H -0.147 -5.841 0.726

Results of the Mulliken charge analysis, in e, for atoms 1 through 5: atom 1 (Cr): -3.3054, atom 2 (C): -0.7387, atom 3 (C): 0.9175, atom 4 (C): -1.5746, atom 5 (P): -0.3130

***

# 6
Molecular formula: C42H25AsBiCl4F2N2O6S
Method: DFT, wB97M-V/def2-TZVPD

As for the charge: -1. Its orbital gap is 0.1892 Ha. Its energy above the lowest of the compared OMol25 structures with the same formula, charge and spin is 1849.92 kJ/mol. The calculation puts the HOMO energy at -3.77 eV. Its calculated total energy is -7064.9869 Eh.

CARTESIAN COORDINATES (ANGSTROEM)
Bi 1.589 0.855 -0.953
F 5.817 -0.028 -4.477
C 4.929 0.872 -4.009
C 4.010 0.489 -3.052
C 3.103 1.425 -2.580
C 3.117 2.748 -3.057
C 4.061 3.061 -4.028
F 4.117 4.303 -4.572
C 4.975 2.151 -4.520
C 2.117 3.716 -2.537
C 2.161 5.097 -2.724
C 1.138 5.879 -2.216
C 0.079 5.288 -1.548
C 0.112 3.917 -1.376
N 1.111 3.169 -1.841
H 4.013 -0.526 -2.673
H 5.690 2.438 -5.276
H 2.983 5.553 -3.248
H 1.171 6.953 -2.349
H -0.742 5.868 -1.152
H -0.677 3.377 -0.866
Cl 2.629 -6.216 -1.852
C 1.994 -4.824 -1.059
C 0.965 -4.947 -0.147
Cl 0.265 -6.500 0.227
C 0.453 -3.808 0.454
Cl -0.963 -3.939 1.647
C 0.913 -2.544 0.170
O 0.449 -1.402 0.746
C 2.012 -2.378 -0.722
O 2.556 -1.228 -0.980
C 2.508 -3.550 -1.326
Cl 3.798 -3.364 -2.452
O 4.201 0.294 4.390
S 3.521 1.492 3.964
O 3.761 2.676 4.757
N 3.956 1.778 2.372
C 2.906 1.749 1.632
O 2.992 1.859 0.316
C 1.601 1.523 2.317
C 0.337 1.624 1.810
C -0.749 1.063 2.682
C -0.505 1.611 4.073
C 0.759 1.593 4.563
C 1.825 1.268 3.676
H 0.085 2.217 0.947
H -1.743 1.369 2.334
H -1.329 2.000 4.660
H 0.977 1.905 5.577
O -1.325 1.048 -0.894
As -1.928 -0.280 -0.100
C -0.901 -1.230 1.320
C -0.682 -0.505 2.695
C -1.381 -1.101 3.906
C -1.623 -2.412 4.058
C -1.587 -3.092 2.790
C -1.803 -2.441 1.439
C -2.054 -1.699 -1.416
C -1.104 -1.700 -2.431
C -1.036 -2.752 -3.334
C -1.947 -3.793 -3.244
C -2.931 -3.774 -2.263
C -2.981 -2.735 -1.344
C -3.695 0.185 0.529
C -4.349 -0.429 1.591
C -5.596 0.036 1.989
C -6.191 1.098 1.324
C -5.536 1.710 0.264
C -4.284 1.262 -0.129
H 0.377 -0.708 2.908
H -1.553 -0.427 4.734
H -1.988 -2.861 4.971
H -1.648 -4.719 0.675
H -0.455 -5.089 2.200
H -0.413 -0.871 -2.517
H -0.271 -2.758 -4.100
H -1.896 -4.619 -3.943
H -3.652 -4.580 -2.203
H -3.721 -2.736 -0.556
H -3.886 -1.269 2.088
H -6.104 -0.436 2.821
H -7.164 1.455 1.637
H -5.997 2.544 -0.250
H -3.743 1.749 -0.931

Results of the Mulliken charge analysis, in e, for atoms 1 through 5: atom 1 (Bi): 2.0322, atom 2 (F): -0.3537, atom 3 (C): 0.5285, atom 4 (C): -0.3701, atom 5 (C): 0.0469

***

# 7
Molecular formula: C4H11N2O
Method: DFT, wB97M-V/def2-TZVPD

As for the charge: +1. Its orbital gap is 0.3841 Ha. Its energy above the lowest of the compared OMol25 structures with the same formula, charge and spin is 106.05 kJ/mol. The calculation puts the HOMO energy at -13.78 eV. Its calculated total energy is -343.5238 Eh.

CARTESIAN COORDINATES (ANGSTROEM)
C 2.054 0.978 -0.162
C 0.524 0.907 0.040
C 2.427 -0.465 0.199
C 0.102 -0.522 -0.059
N -3.470 -0.066 0.005
N 1.275 -1.262 -0.204
O -1.080 -0.935 -0.015
H 2.122 1.339 -1.122
H 2.601 1.753 0.382
H 0.133 1.081 1.002
H -0.133 1.661 -0.633
H 3.259 -0.917 -0.374
H 2.658 -0.633 1.240
H -3.639 0.360 -0.894
H -3.782 0.282 0.896
H -3.774 -1.023 -0.192
H 1.166 -2.223 -0.022
H -2.441 -0.316 -0.086

Results of the Mulliken charge analysis, in e, for atoms 1 through 5: atom 1 (C): -0.6034, atom 2 (C): -0.4407, atom 3 (C): -0.4750, atom 4 (C): 0.4482, atom 5 (N): -0.4203

***

Number 1: molar mass 88.11 g/mol. Number 2: molar mass 1070.69 g/mol. Number 3: molar mass 100.07 g/mol. Number 4: molar mass 874.80 g/mol. Number 5: molar mass 861.13 g/mol. Number 6: molar mass 1149.45 g/mol. Number 7: molar mass 103.14 g/mol.